Run A
{
  "formula": "CH2N2O2S",
  "method": "ωB97M-V/def2-TZVPD",
  "orbital_gap_ev": 8.8,
  "homo_ev": -10.19,
  "e_lumo_ev": -1.43,
  "total_charge": 0,
  "elements": ["C", "N", "N", "O", "O", "S", "H", "H"],
  "xyz": [[1.3495, 0.4834, 0.1536], [-0.0997, -0.6254, -0.3848], [-1.2446, -0.0389, 0.0175], [-1.2549, 1.1856, -0.0512], [-2.2056, -0.6680, 0.2761], [2.7421, -0.1483, 0.0048], [0.6887, 1.3349, 0.1199], [0.0245, -1.5233, -0.1359]],
  "nbo_charge": [-0.1702, -0.5120, 0.6218, -0.4680, -0.3750, 0.2766, 0.2638, 0.3631]
}

Run B
{
  "formula": "CH2N2O2S",
  "method": "ωB97M-V/def2-TZVPD",
  "orbital_gap_ev": 10.9,
  "homo_ev": -10.39,
  "e_lumo_ev": 0.54,
  "total_charge": 0,
  "elements": ["C", "N", "N", "O", "O", "S", "H", "H"],
  "xyz": [[0.8109, 0.6171, -0.5180], [0.9642, 0.4528, 0.7076], [-0.4966, 0.2414, -0.7336], [-0.9949, 0.0709, 2.0726], [-0.6005, -1.7738, 0.5434], [-0.5270, -0.4520, 0.8743], [1.5755, 0.9923, -1.3163], [-0.7314, -0.1488, -1.6300]],
  "nbo_charge": [0.2649, -0.6873, -0.8535, -0.8426, -0.8868, 2.3800, 0.2273, 0.3980]
}

In eV, relative to the most stable structure: run A 2.657; run B 0.000.

Run A
{
  "formula": "CH2N2O2S",
  "method": "ωB97M-V/def2-TZVPD",
  "orbital_gap_ev": 9.5,
  "homo_ev": -10.13,
  "e_lumo_ev": -0.60,
  "total_charge": 0,
  "elements": ["C", "N", "N", "O", "O", "S", "H", "H"],
  "xyz": [[1.1271, -0.3334, 1.7258], [0.4914, 0.3076, -1.1368], [-0.6428, -0.0267, -0.7544], [-0.8173, -1.1734, -0.1754], [-1.6391, 0.6653, -0.8413], [0.9636, 0.8161, 2.7079], [0.0981, -1.4267, 0.2314], [0.4190, 1.1712, -1.7571]],
  "nbo_charge": [-0.2371, -0.5185, 0.5663, -0.4920, -0.4487, 0.2447, 0.5213, 0.3641]
}

Run B
{
  "formula": "CH2N2O2S",
  "method": "ωB97M-V/def2-TZVPD",
  "orbital_gap_ev": [8.0, 8.0],
  "homo_ev": [-9.44, -9.44],
  "e_lumo_ev": [-1.40, -1.40],
  "smiles": "[H]/N=N\\C=S(=O)=O",
  "total_charge": 0,
  "elements": ["C", "N", "N", "O", "O", "S", "H", "H"],
  "xyz": [[-0.4910, 0.3028, 0.3854], [1.4508, 0.4992, -0.9531], [0.5839, 0.4083, -0.0879], [-3.3986, 0.6929, 0.2581], [-1.8413, -1.1537, 0.1922], [-2.4209, -0.0498, -0.5325], [-0.9041, 0.2438, 1.3704], [1.6361, -0.2130, -1.6654]],
  "nbo_charge": [-0.0856, -0.4279, -0.0204, -0.8503, -0.8801, 1.6530, 0.2555, 0.3556]
}

Run C
{
  "formula": "CH2N2O2S",
  "method": "ωB97M-V/def2-TZVPD",
  "orbital_gap_ev": [7.4, 8.1],
  "homo_ev": [-9.17, -9.53],
  "e_lumo_ev": [-1.76, -1.41],
  "total_charge": 0,
  "elements": ["C", "N", "N", "O", "O", "S", "H", "H"],
  "xyz": [[0.5731, 0.3048, -1.5068], [-0.2512, -0.3528, 0.5404], [0.6674, 0.2457, -0.2075], [-0.9760, -0.2772, 3.0403], [-0.3676, -0.0925, -2.1387], [0.0131, 0.2467, 2.1267], [1.3963, 0.8284, -1.9913], [-1.0551, -0.9031, 0.1368]],
  "nbo_charge": [0.4430, -0.5075, -0.3331, -0.8168, -0.5681, 1.2228, 0.1281, 0.4314]
}

Run D
{
  "formula": "CH2N2O2S",
  "method": "ωB97M-V/def2-TZVPD",
  "orbital_gap_ev": [6.0, 6.0],
  "homo_ev": [-9.52, -9.51],
  "e_lumo_ev": [-3.54, -3.55],
  "total_charge": 0,
  "elements": ["C", "N", "N", "O", "O", "S", "H", "H"],
  "xyz": [[-0.7528, -0.3658, 0.1099], [-0.9042, 0.9791, 0.1266], [0.4741, -0.8637, 0.1011], [1.5041, 1.5924, 0.0120], [0.1293, 1.8211, -0.0072], [-2.1758, -1.3476, 0.0127], [1.2561, -0.0371, -0.0866], [0.4693, -1.7784, -0.2685]],
  "nbo_charge": [0.1561, 0.0484, -0.7609, -0.3157, 0.0747, -0.0560, 0.4396, 0.4138]
}

In eV, relative to the most stable structure: run A 2.911; run B 1.779; run C 0.000; run D 4.001.

Run A
{
  "formula": "C4H11NO3",
  "method": "ωB97M-V/def2-TZVPD",
  "orbital_gap_ev": [12.1, 6.1],
  "homo_ev": [-15.44, -15.40],
  "multiplicity": 2,
  "e_lumo_ev": [-3.31, -9.31],
  "s_squared": 0.76,
  "total_charge": 1,
  "elements": ["C", "C", "C", "N", "C", "O", "O", "H", "H", "H", "H", "H", "H", "H", "H", "H", "H", "H", "O"],
  "xyz": [[0.0705, -2.1208, 0.1180], [-0.7013, -1.1320, -0.7103], [-2.1162, -0.8441, -0.1257], [-0.0768, 0.1260, -1.1177], [0.4687, 0.9591, -0.1641], [0.7613, 2.1314, -0.7615], [0.7144, 0.7410, 0.9855], [-0.4166, -3.0956, 0.0663], [0.1778, -1.8104, 1.1555], [1.0212, -2.3110, -0.3680], [-0.9046, -1.5501, -1.7155], [-2.0272, -0.1743, 0.7254], [-2.6458, -1.7731, 0.0280], [-2.7144, -0.2061, -0.7855], [-0.5545, 0.5425, -1.9180], [1.3929, 2.6236, -0.2051], [3.0959, 2.1099, 1.6285], [1.8272, 2.8795, 1.8518], [2.6274, 2.9045, 1.3126]],
  "lowdin_spin": [0.0168, 0.0905, 0.1048, 0.5267, 0.0305, 0.0186, 0.1576, 0.0015, 0.0021, 0.0030, 0.0204, 0.0040, 0.0101, 0.0003, 0.0079, -0.0004, -0.0001, -0.0002, 0.0059]
}

Run B
{
  "formula": "C4H11NO3",
  "method": "ωB97M-V/def2-TZVPD",
  "orbital_gap_ev": [10.1, 5.2],
  "homo_ev": [-14.80, -14.79],
  "multiplicity": 2,
  "e_lumo_ev": [-4.74, -9.60],
  "s_squared": 0.76,
  "total_charge": 1,
  "elements": ["O", "C", "C", "C", "N", "C", "O", "H", "H", "H", "H", "H", "H", "H", "H", "H", "H", "H", "O"],
  "xyz": [[-0.1283, 3.1300, -1.5499], [-0.5302, 2.0162, -1.4931], [-0.0001, 1.1445, -0.3296], [0.7063, -0.0988, -0.8288], [-1.2261, 0.9253, 0.4904], [-1.0127, 0.1118, 1.7042], [-1.1462, -1.3073, 1.4047], [-1.2373, 1.6410, -2.2396], [0.7712, 1.6775, 0.2125], [0.3943, -0.5300, -1.7986], [1.7236, 0.0367, -1.2187], [0.6258, -0.8986, -0.1077], [-1.8613, 0.4268, -0.1345], [0.0172, 0.3080, 2.0203], [-1.7734, 0.3246, 2.4603], [-1.3256, -1.3667, 0.4718], [1.7259, -3.1047, -0.1666], [1.9246, -1.8348, 0.7248], [2.3523, -2.6013, 0.3781]],
  "lowdin_spin": [0.2551, 0.0584, 0.0966, 0.0608, 0.3936, 0.0214, 0.0682, 0.0203, 0.0025, 0.0007, 0.0033, 0.0033, 0.0075, 0.0006, 0.0028, 0.0008, 0.0000, 0.0002, 0.0039]
}

In eV, relative to the most stable structure: run A 0.000; run B 2.822.

Run A
{
  "formula": "C5H13NO2",
  "method": "ωB97M-V/def2-TZVPD",
  "orbital_gap_ev": [9.4, 5.5],
  "homo_ev": [-13.20, -13.20],
  "multiplicity": 2,
  "e_lumo_ev": [-3.83, -7.72],
  "s_squared": 0.76,
  "total_charge": 1,
  "elements": ["C", "O", "C", "C", "C", "C", "N", "H", "H", "H", "H", "H", "H", "H", "H", "H", "H", "H", "H", "H", "O"],
  "xyz": [[-0.3979, 1.9224, -1.2797], [-1.2951, 2.6921, -0.6375], [-0.7591, 0.3944, -1.1518], [-0.3988, -0.2129, 0.1822], [1.1076, -0.1951, 0.5992], [1.8098, -1.1620, 1.1780], [3.2364, -1.1077, 1.2050], [0.5481, 2.1080, -0.7433], [-0.2636, 2.3879, -2.2383], [-1.4526, 2.3385, 0.3389], [-1.9002, 0.2035, -1.2487], [-0.2468, -0.1408, -2.0018], [-0.7386, -1.2577, 0.0742], [-0.9210, 0.1004, 1.1116], [1.5259, 0.7247, 0.1216], [1.5134, -1.9346, 1.7214], [3.7676, -0.4435, 0.8578], [3.5555, -1.7430, 1.8908], [-2.2771, -1.7300, 0.4925], [-3.6099, -1.2502, -0.1317], [-2.8037, -1.6942, -0.3402]],
  "lowdin_spin": [0.0003, 0.0001, 0.0054, 0.0481, 0.3497, 0.1657, 0.3692, -0.0003, 0.0000, 0.0003, 0.0002, 0.0003, 0.0078, 0.0235, 0.0085, 0.0005, 0.0119, 0.0079, 0.0001, 0.0001, 0.0006]
}

Run B
{
  "formula": "C5H13NO2",
  "method": "ωB97M-V/def2-TZVPD",
  "orbital_gap_ev": [10.3, 5.7],
  "homo_ev": [-13.57, -13.57],
  "multiplicity": 2,
  "e_lumo_ev": [-3.27, -7.91],
  "s_squared": 0.75,
  "total_charge": 1,
  "elements": ["O", "C", "C", "C", "C", "C", "N", "H", "H", "H", "H", "H", "H", "H", "H", "H", "H", "H", "H", "H", "O"],
  "xyz": [[-2.3250, -0.1032, -0.8707], [-2.0940, 0.0541, 0.2979], [-1.1077, 1.0981, 0.7962], [0.0852, 0.2936, 1.4112], [0.9326, -0.5107, 0.4151], [1.9977, 0.9624, -1.3449], [2.0556, 0.2982, -0.0739], [-2.7476, -0.4572, 1.0370], [-0.6873, 1.6812, -0.0217], [-1.5306, 1.6947, 1.6019], [-0.2748, -0.2933, 2.2447], [0.7285, 1.0223, 1.9343], [1.4412, -1.3028, 0.9764], [0.3573, -0.9168, -0.4118], [2.8761, 1.5967, -1.4563], [1.9466, 0.3000, -2.2079], [1.1016, 1.6074, -1.3032], [2.5123, 0.8407, 0.6640], [-2.5012, -2.4354, -1.1951], [-1.0667, -2.5934, -1.5829], [-1.6998, -2.8366, -0.9101]],
  "lowdin_spin": [0.0002, 0.0004, 0.0085, 0.0469, 0.0665, 0.0913, 0.6752, 0.0000, 0.0009, 0.0026, 0.0032, 0.0006, 0.0272, -0.0005, 0.0008, 0.0166, 0.0475, 0.0121, 0.0000, 0.0000, 0.0000]
}

Run C
{
  "formula": "C5H13NO2",
  "method": "ωB97M-V/def2-TZVPD",
  "orbital_gap_ev": [10.1, 4.8],
  "homo_ev": [-14.49, -14.48],
  "multiplicity": 2,
  "e_lumo_ev": [-4.40, -9.71],
  "s_squared": 0.76,
  "total_charge": 1,
  "elements": ["C", "C", "C", "C", "C", "N", "O", "H", "H", "H", "H", "H", "H", "H", "H", "H", "H", "H", "H", "H", "O"],
  "xyz": [[-0.1809, 0.1769, 1.3413], [0.7347, 0.6083, 0.2046], [-0.0234, 1.5541, -0.7642], [1.9871, 1.2539, 0.7805], [-0.6980, -1.1159, 0.6858], [0.0289, -2.3493, 0.9262], [-1.6173, -1.1830, -0.1035], [0.1561, 0.1674, 2.4304], [-0.9393, 1.0122, 1.4074], [1.1498, -0.3017, -0.4506], [-0.1444, 2.6013, -0.3172], [0.5164, 1.6220, -1.6422], [-0.9696, 1.2486, -1.0162], [2.3135, 0.9154, 1.7389], [1.7259, 2.2795, 1.0596], [2.7175, 1.2941, 0.0476], [-0.0187, -2.9964, 0.2171], [0.8042, -2.4402, 1.5959], [-2.9762, -0.9317, -2.5054], [-1.9601, -1.8146, -2.4822], [-2.6063, -1.6010, -3.1540]],
  "lowdin_spin": [0.1118, 0.0365, 0.0102, 0.0286, 0.0885, 0.0568, 0.6361, 0.0083, -0.0013, 0.0048, 0.0023, 0.0015, 0.0029, 0.0009, 0.0010, 0.0039, 0.0006, 0.0049, -0.0003, -0.0002, 0.0023]
}

In eV, relative to the most stable structure: run A 1.315; run B 0.000; run C 1.435.